(1)
This record from the Open Molecules 2025 dataset describes a 2-piece molecular cluster, C5H12BN overall at a distorted geometry. The level of theory is ωB97M-V/def2-TZVPD.

Summary:
- Lowest unoccupied orbital energy: 0.800 eV
- ΔE to the lowest compared entry with this formula, charge and spin: 26.3 kcal per mole
- HOMO-LUMO gap: 0.323 hartree
- Energy: -7544.36275 eV

```
! RIJCOSX wB97M-V def2-TZVPD def2/J DEFGRID3
* xyz 0 1
B 0.0938 -0.6244 -0.0613
C 1.4218 -0.6172 0.7918
C 1.3282 0.7599 1.4803
C 0.3923 1.6025 0.6033
C -0.8397 -2.6531 -1.2555
C -1.5206 1.1780 -0.8840
N -0.4218 0.6377 -0.1343
H 1.5516 -1.4159 1.5212
H 2.2929 -0.6533 0.1316
H 0.8848 0.6382 2.4681
H 2.3007 1.2359 1.6011
H -0.2453 2.2650 1.1968
H 0.9541 2.2149 -0.1111
H -1.6422 -2.2549 -1.8485
H -1.1425 -3.2807 -0.4407
H 0.0112 -2.9940 -1.8128
H -1.1683 1.9654 -1.5590
H -1.9760 0.3825 -1.4668
H -2.2749 1.6136 -0.2202
*
```

Atomic partial charges in e from the natural (NBO) method, atoms 1 to 6: number 1, B, carries 0.88; number 2, C, carries -0.80; number 3, C, carries -0.40; number 4, C, carries -0.20; number 5, C, carries -0.79; number 6, C, carries -0.39

(2)
This record from the Open Molecules 2025 dataset describes C30H36MoN5O6S3 as an isolated structure at a distorted geometry. The level of theory is ωB97M-V/def2-TZVPD.

Summary:
- Lowest unoccupied orbital energy (alpha / beta): -3.291 / -3.488 eV
- Expectation value of S²: 2.058
- ΔE to the lowest compared entry with this formula, charge and spin: 45.6 kcal per mole
- HOMO-LUMO gap (alpha / beta): 0.228 / 0.262 hartree
- Energy: -85785.88473 eV

```
! RIJCOSX wB97M-V def2-TZVPD def2/J DEFGRID3
* xyz 1 3
Mo 1.4243 -0.5838 0.7449
C 0.5197 4.9670 1.7116
C 1.3983 4.4255 2.8386
N 2.3332 3.4345 2.3479
C 1.9416 2.1869 2.0570
S 3.1720 1.0977 1.4169
N 0.7290 1.8180 2.3021
N 0.3895 0.5462 2.0114
C -0.7966 0.1303 2.4716
C -1.7090 1.0385 3.2289
C -1.1014 -1.2107 2.1679
C -2.2502 -1.8945 2.6232
C -2.4171 -3.2207 2.3289
C -1.4106 -3.8842 1.6049
C -0.3157 -3.1662 1.1852
N -0.1641 -1.8539 1.4008
H -0.2474 5.6227 2.1131
H 0.0363 4.1395 1.1984
H 1.1212 5.5298 1.0014
H 0.7764 3.9391 3.5948
H 1.9598 5.2370 3.3048
H 3.2711 3.6990 2.0944
H -1.3321 2.0528 3.1387
H -1.7449 0.7659 4.2826
H -2.7208 0.9916 2.8319
H -2.9772 -1.3593 3.2111
H -3.2878 -3.7595 2.6713
H -1.4942 -4.9359 1.3832
H 0.5039 -3.6546 0.6742
O 0.0119 -1.6028 -1.4737
C 0.6181 -2.7767 -1.9442
C 2.0854 -2.8041 -1.5763
C 2.8874 -3.7495 -2.2018
C 4.2478 -3.7647 -1.9612
C 4.7607 -2.8238 -1.0797
C 3.8918 -1.9490 -0.4606
N 2.5708 -1.9203 -0.6940
H -0.9181 -1.7285 -1.2535
H 0.5412 -2.8135 -3.0450
H 0.1316 -3.6798 -1.5547
H 2.4339 -4.4589 -2.8756
H 4.8880 -4.4773 -2.4560
H 5.8177 -2.7697 -0.8746
H 4.2649 -1.2212 0.2520
C 3.9840 -2.9868 3.5006
S 2.4977 -3.0659 2.4935
O 1.4084 -3.5121 3.3108
O 2.7494 -3.8166 1.2862
O 2.2776 -1.6057 2.0856
H 4.1318 -3.9646 3.9363
H 3.8027 -2.2484 4.2699
H 4.8222 -2.7132 2.8767
C 1.7118 1.1983 -1.6958
O 1.2676 0.4853 -0.6098
H 2.1399 0.5122 -2.4455
H 2.4908 1.9074 -1.3682
H 0.8983 1.7669 -2.1674
O -1.4177 0.2894 -0.1240
S -2.8132 0.6184 -0.4934
C -2.9363 0.0741 -2.2359
C -4.0939 -0.5114 -2.7195
C -4.0988 -1.0145 -4.0114
C -2.9621 -0.9238 -4.7996
C -1.8159 -0.3167 -4.3102
C -1.8015 0.1834 -3.0215
C -2.8279 2.3844 -0.9205
C -4.0428 3.0026 -1.1660
C -4.0517 4.3378 -1.5304
C -2.8558 5.0284 -1.6628
C -1.6485 4.4019 -1.3959
C -1.6321 3.0723 -1.0082
H -4.9724 -0.5825 -2.0931
H -4.9874 -1.4871 -4.3995
H -2.9667 -1.3333 -5.7974
H -0.9382 -0.2402 -4.9334
H -0.9112 0.6309 -2.6071
H -4.9639 2.4453 -1.0714
H -4.9880 4.8422 -1.7096
H -2.8623 6.0639 -1.9641
H -0.7269 4.9568 -1.4864
H -0.7089 2.5633 -0.7572
*
```

Atomic partial charges in e from the Mulliken method, atoms 1 to 6: number 1, Mo, carries -0.34; number 2, C, carries -0.60; number 3, C, carries -0.51; number 4, N, carries -0.16; number 5, C, carries 0.43; number 6, S, carries -0.48

(3)
This record from the Open Molecules 2025 dataset describes C5H7IN2O2S as an isolated structure at a distorted geometry. The level of theory is ωB97M-V/def2-TZVPD.

Summary:
- Lowest unoccupied orbital energy: -0.166 eV
- ΔE to the lowest compared entry with this formula, charge and spin: 15.2 kcal per mole
- HOMO-LUMO gap: 0.305 hartree
- Energy: -31308.68922 eV

```
! RIJCOSX wB97M-V def2-TZVPD def2/J DEFGRID3
* xyz 0 1
C 2.2883 0.4319 -0.1455
C 0.6074 -0.8922 -0.0012
C 2.4797 -0.6047 -1.2779
C -1.6495 0.5882 2.1038
C -1.8345 1.6256 0.9944
N 1.2067 -1.2559 -1.1733
N 1.2255 0.2184 0.4910
O 3.0789 1.4791 0.0483
O -0.3198 -1.5112 0.4142
S -3.0782 1.5775 -0.0265
I -0.4645 3.2467 0.8462
H 2.4674 -0.0876 -2.1773
H 3.4187 -1.0702 -1.2718
H -2.4025 -0.1632 2.0291
H -0.6838 -0.0470 2.0790
H -1.7472 1.1662 2.9761
H 1.0263 -2.0877 -1.7077
H 2.6714 2.0659 0.6557
*
```

Atomic partial charges in e from the natural (NBO) method, atoms 1 to 6: number 1, C, carries 0.63; number 2, C, carries 0.76; number 3, C, carries -0.31; number 4, C, carries -0.71; number 5, C, carries -0.28; number 6, N, carries -0.63

Among the records above, which one has the highest ΔE to the lowest compared entry with this formula, charge and spin?
C30H36MoN5O6S3

Which value of ΔE to the lowest compared entry with this formula, charge and spin does entry 2 give?
45.6 kcal per mole